# C3H10NO

A cluster of 2 separate species, C3H10NO in total (the ωB97M-V functional and the def2-TZVPD basis, OMol25).

F_max ... 1.06 eV/Å
Net charge ... +1
Highest occupied orbital energy ... -11.521 eV
Energy ... -250.012351 Ha
E_LUMO ... -4.15 eV
Orbital gap ... 7.37 eV

Element x y z (Å)
C (-3.05221, -1.94361, -3.96041)
N (-1.59617, -1.76313, -3.63717)
H (-3.61425, -2.19886, -3.06607)
H (-3.46632, -1.07392, -4.45835)
H (-3.17247, -2.79787, -4.62284)
H (-1.08823, -2.62432, -3.78345)
H (-1.44850, -1.40027, -2.69070)
H (-1.20550, -1.08929, -4.30508)
O (1.17456, 1.85470, 3.32393)
C (2.00121, 1.62544, 4.16467)
C (3.18264, 2.47944, 4.47484)
H (1.88056, 0.74114, 4.82478)
H (3.63119, 2.14370, 5.40429)
H (2.80166, 3.49185, 4.59933)
H (3.97182, 2.55501, 3.73223)

***

# C2H10N2O3

A cluster of 3 separate species, C2H10N2O3 in total (the ωB97M-V functional and the def2-TZVPD basis, OMol25).

F_max ... 1.65 eV/Å
SMILES ... CNC(N)=O.O.O
Highest occupied orbital energy ... -9.832 eV
Energy ... -417.462253 Ha
E_LUMO ... 0.67 eV
Orbital gap ... 10.51 eV

Element x y z (Å)
C (-0.74742, -1.47101, 0.96055)
N (-0.35181, -1.32938, -0.42880)
C (-0.64943, -0.16028, -1.06368)
N (-0.31409, -0.12628, -2.41010)
O (-1.27413, 0.76491, -0.55537)
H (-1.36168, -0.61366, 1.16660)
H (-1.37953, -2.36330, 1.07790)
H (0.07591, -1.63719, 1.62046)
H (0.41365, -1.86071, -0.80445)
H (-0.26451, -1.03423, -2.84600)
H (-0.70587, 0.65845, -2.89317)
O (1.39390, 2.23522, -0.19802)
H (2.09795, 1.77312, -0.67547)
H (0.61708, 1.66726, -0.31147)
O (0.93069, 0.75066, 2.41758)
H (0.30928, 1.19980, 3.00876)
H (1.21001, 1.54662, 1.93468)

***

# C12H15NO4S

An isolated molecule of C12H15NO4S (the ωB97M-V functional and the def2-TZVPD basis, OMol25).

F_max ... 0.91 eV/Å
SMILES ... O=C(O)CCCNS(=O)(=O)/C=C/c1ccccc1
Highest occupied orbital energy ... -9.023 eV
Energy ... -1220.169548 Ha
E_LUMO ... 0.18 eV
Orbital gap ... 9.20 eV

Element x y z (Å)
O (1.04322, 1.93976, 0.56062)
C (2.24534, 1.85768, 0.59035)
O (2.94801, 1.79707, 1.71303)
C (3.13465, 1.79404, -0.62912)
C (3.38952, 0.31316, -0.94597)
C (2.11451, -0.39434, -1.43616)
N (1.96716, -1.74788, -0.95329)
S (1.42276, -1.90511, 0.62880)
O (1.76866, -3.23617, 1.03314)
O (1.87567, -0.81064, 1.44751)
C (-0.32466, -1.77495, 0.37626)
C (-0.92582, -0.61304, 0.59371)
C (-2.32812, -0.28381, 0.39415)
C (-2.70622, 1.06000, 0.43745)
C (-4.02460, 1.42574, 0.24388)
C (-4.98758, 0.45631, 0.01370)
C (-4.62485, -0.88125, -0.02505)
C (-3.30695, -1.25134, 0.16075)
H (2.36931, 1.63789, 2.47464)
H (2.64567, 2.28431, -1.47090)
H (4.07872, 2.28838, -0.40255)
H (3.73081, -0.17702, -0.03258)
H (4.17903, 0.23328, -1.69555)
H (2.07957, -0.41550, -2.52954)
H (1.23276, 0.14035, -1.07876)
H (2.76245, -2.34456, -1.12223)
H (-0.77221, -2.68201, 0.01734)
H (-0.30438, 0.20292, 0.94152)
H (-1.94951, 1.81022, 0.61283)
H (-4.30517, 2.46817, 0.27568)
H (-6.01909, 0.74069, -0.13259)
H (-5.37583, -1.63764, -0.20011)
H (-3.03283, -2.29471, 0.13905)

***

# CH3NO3S

A cluster of 2 separate species, CH3NO3S in total (the ωB97M-V functional and the def2-TZVPD basis, OMol25).

F_max ... 3.33 eV/Å
Highest occupied orbital energy (spin up / spin down) ... -8.202 / -8.256 eV
Energy ... -718.341159 Ha
E_LUMO (spin up / spin down) ... -0.33 / -0.38 eV
Orbital gap (spin up / spin down) ... 7.87 / 7.88 eV

Element x y z (Å)
C (2.01698, 0.35921, 0.02653)
N (0.27857, -1.56296, 0.20165)
O (-2.82946, 0.40941, 0.27797)
O (-0.82111, -1.10746, 0.18104)
O (1.16697, 1.01489, 0.51924)
S (-1.27129, 0.71228, -0.06645)
H (2.21797, 0.53387, -0.99960)
H (2.58577, -0.43749, 0.43046)
H (-3.34441, 0.07825, -0.57083)

***

# C22H30NSi2Sm

A structure of composition C22H30NSi2Sm (the ωB97M-V functional and the def2-TZVPD basis, OMol25).

2S+1 ... 6
F_max ... 4.21 eV/Å
Expectation value of S² ... 8.768
Highest occupied orbital energy (spin up / spin down) ... -7.422 / -7.359 eV
Energy ... -2147.910326 Ha
E_LUMO (spin up / spin down) ... -1.23 / -1.23 eV
Orbital gap (spin up / spin down) ... 6.19 / 6.13 eV

Element x y z (Å)
Sm (-0.34042, -0.08935, 0.84850)
C (1.93724, 3.87705, 2.48235)
C (1.10067, 4.69109, 1.73072)
C (0.07952, 4.14740, 0.91586)
C (-0.19301, 2.75830, 0.78157)
C (0.75095, 1.99422, 1.61928)
C (1.76332, 2.50926, 2.42866)
C (-1.46183, 2.32851, -0.24715)
C (-2.14714, 3.37566, -0.88799)
C (-3.21925, 3.14958, -1.76644)
C (-3.65198, 1.85628, -2.04108)
C (-4.72238, 1.59022, -2.91557)
C (-5.11947, 0.27734, -3.15911)
C (-4.45033, -0.76691, -2.53187)
C (-3.38849, -0.48972, -1.66533)
C (-2.97537, 0.81147, -1.40760)
N (-1.94970, 1.03388, -0.56762)
H (2.71638, 4.31038, 3.10284)
H (1.23175, 5.77118, 1.76792)
H (-0.48973, 4.90400, 0.39079)
H (2.39431, 1.83663, 2.99948)
H (-1.89873, 4.41729, -0.75015)
H (-3.70759, 4.00360, -2.23032)
H (-5.24847, 2.40426, -3.40822)
H (-5.94586, 0.07096, -3.83405)
H (-4.74806, -1.79656, -2.71139)
H (-2.86730, -1.30935, -1.17632)
C (2.80965, -0.59434, 2.05120)
Si (2.71088, -0.74443, 0.19058)
C (2.74165, 1.00207, -0.53018)
C (4.22906, -1.65821, -0.43841)
C (1.19461, -1.57662, -0.41573)
Si (0.50611, -3.11711, 0.30008)
C (0.45568, -3.13711, 2.16844)
C (-1.26681, -3.30605, -0.32595)
C (1.49645, -4.59533, -0.30828)
H (3.61160, 0.09424, 2.33494)
H (3.02805, -1.55912, 2.51635)
H (1.87409, -0.20968, 2.46720)
H (3.65311, 1.52406, -0.22411)
H (1.87977, 1.57650, -0.17826)
H (2.71371, 0.96772, -1.62326)
H (5.14127, -1.12112, -0.16153)
H (4.20247, -1.74693, -1.52824)
H (4.28371, -2.66427, -0.01228)
H (0.98958, -1.43613, -1.49692)
H (0.02400, -2.21243, 2.56256)
H (1.45544, -3.26333, 2.59170)
H (-0.15723, -3.97163, 2.52329)
H (-1.88461, -2.47079, 0.01704)
H (-1.70515, -4.23633, 0.04711)
H (-1.28825, -3.32803, -1.41941)
H (2.52343, -4.55784, 0.06619)
H (1.52925, -4.61491, -1.40168)
H (1.04181, -5.52881, 0.03675)
H (-1.24235, -1.18072, 2.42306)

***

# C2H4BrCl

An isolated molecule of C2H4BrCl (the ωB97M-V functional and the def2-TZVPD basis, OMol25).

F_max ... 5.09 eV/Å
SMILES ... ClCCBr
Highest occupied orbital energy ... -10.447 eV
Energy ... -3112.790403 Ha
E_LUMO ... 0.65 eV
Orbital gap ... 11.09 eV

Element x y z (Å)
Cl (0.61917, 2.01689, -0.67955)
C (0.64113, 0.24432, -0.35648)
C (-0.74965, -0.09312, 0.28150)
Br (-0.48070, -2.01148, 0.91207)
H (0.88717, -0.18732, -1.30123)
H (1.49959, -0.17868, 0.34092)
H (-1.47325, -0.21291, -0.40951)
H (-0.94347, 0.42229, 1.21228)

***

# C36H27CrIN5S

A structure of composition C36H27CrIN5S (the ωB97M-V functional and the def2-TZVPD basis, OMol25).

2S+1 ... 4
F_max ... 0.90 eV/Å
Expectation value of S² ... 4.226
Highest occupied orbital energy (spin up / spin down) ... -7.194 / -7.396 eV
Energy ... -3402.124112 Ha
E_LUMO (spin up / spin down) ... -0.95 / -1.01 eV
Orbital gap (spin up / spin down) ... 6.24 / 6.39 eV

Element x y z (Å)
Cr (0.71548, 0.29230, 1.00201)
I (3.16251, -1.07316, 1.41189)
C (3.36358, -1.05416, -0.67942)
C (4.32482, -1.84803, -1.23183)
C (4.54956, -1.79087, -2.62210)
C (3.82427, -0.92934, -3.39162)
C (2.81897, -0.10998, -2.82346)
C (2.06608, 0.77419, -3.63293)
C (1.09713, 1.55633, -3.07559)
C (0.81475, 1.45862, -1.69564)
C (1.48677, 0.59696, -0.85926)
C (2.54339, -0.17588, -1.42932)
H (4.92085, -2.50790, -0.61486)
H (5.31145, -2.42161, -3.06297)
H (4.00350, -0.85958, -4.45889)
H (2.28598, 0.82450, -4.69388)
H (0.53148, 2.24750, -3.68955)
H (0.02657, 2.09044, -1.29850)
S (1.63293, 2.29319, 1.90496)
C (0.11537, 3.10416, 1.97177)
N (0.06285, 4.35523, 2.43959)
N (-1.12338, 4.82477, 2.79889)
C (-2.19598, 4.11006, 3.38980)
C (-3.48336, 4.60905, 3.23264)
C (-4.55384, 3.95905, 3.83066)
C (-4.34686, 2.81133, 4.57905)
C (-3.05574, 2.32117, 4.73938)
C (-1.97806, 2.96368, 4.15580)
N (-1.03951, 2.55914, 1.52678)
N (-0.93892, 1.38825, 1.01057)
C (-2.19294, 0.86147, 0.58364)
C (-3.33496, 1.07703, 1.34894)
C (-4.53272, 0.49833, 0.95926)
C (-4.59746, -0.26922, -0.19459)
C (-3.46083, -0.45201, -0.97007)
C (-2.25536, 0.10993, -0.58417)
H (-1.11511, 5.81695, 2.96388)
H (-3.64560, 5.48811, 2.62028)
H (-5.55550, 4.34805, 3.69567)
H (-5.18348, 2.30138, 5.03969)
H (-2.88363, 1.43179, 5.33205)
H (-0.97637, 2.57720, 4.28615)
H (-3.26678, 1.67207, 2.25172)
H (-5.41842, 0.64200, 1.56594)
H (-5.53513, -0.72044, -0.49440)
H (-3.51199, -1.03782, -1.87969)
H (-1.36338, -0.02415, -1.17841)
N (-0.08618, -1.34440, 0.92402)
C (-0.44551, -2.53424, 0.70601)
C (0.13247, -3.30575, -0.44100)
C (0.60539, -4.60257, -0.25574)
C (1.24022, -5.27090, -1.29254)
C (1.38334, -4.66034, -2.53036)
C (0.89606, -3.37593, -2.72771)
C (0.28486, -2.69817, -1.68500)
C (-1.44190, -3.20035, 1.59226)
C (-2.25456, -4.22673, 1.11855)
C (-3.23516, -4.77646, 1.93185)
C (-3.40616, -4.31336, 3.22791)
C (-2.59544, -3.29185, 3.70843)
C (-1.62465, -2.73520, 2.89412)
H (0.49175, -5.08170, 0.71052)
H (1.62386, -6.27115, -1.13306)
H (1.87509, -5.18440, -3.34101)
H (1.00703, -2.89239, -3.69002)
H (-0.06548, -1.68530, -1.82476)
H (-2.12975, -4.58679, 0.10368)
H (-3.86962, -5.56656, 1.54932)
H (-4.16884, -4.74637, 3.86349)
H (-2.72346, -2.92900, 4.72130)
H (-0.99680, -1.92904, 3.24998)

***

# C5H8N2

An isolated molecule of C5H8N2 (the ωB97M-V functional and the def2-TZVPD basis, OMol25).

F_max ... 1.12 eV/Å
SMILES ... C[C@H]1CN1CC#N
Highest occupied orbital energy ... -9.841 eV
Energy ... -304.774691 Ha
E_LUMO ... 0.93 eV
Orbital gap ... 10.77 eV

Element x y z (Å)
C (-1.73703, -0.99337, 0.29030)
C (-0.71141, -0.04933, -0.28209)
C (-0.57795, 1.35866, 0.16589)
N (0.36509, 0.34204, 0.61469)
C (1.69506, 0.41707, 0.03311)
C (2.17391, -0.91449, -0.37247)
N (2.53876, -1.94978, -0.73547)
H (-2.00000, -0.69233, 1.30871)
H (-1.33792, -2.01222, 0.33158)
H (-2.64839, -1.00052, -0.31635)
H (-0.42667, -0.24185, -1.31868)
H (-0.22953, 2.09047, -0.56470)
H (-1.23909, 1.75759, 0.93168)
H (1.74639, 1.06136, -0.86009)
H (2.38878, 0.82671, 0.77391)

***

F_max of number 3 (C12H15NO4S)?
0.91 eV/Å